# C2H2OS

One molecule with the formula C2H2OS at a distorted geometry (the ωB97M-V functional and the def2-TZVPD basis, the Open Molecules 2025 dataset).

Calculated values
Relative energy (zero: lowest compared OMol25 entry of this formula, charge and spin) (kJ/mol): 2.8
LUMO (eV): -1.8
Total energy (eV): -14987.683
Max |F| (eV/Å): 1.077
SMILES: O=CC=S
HOMO level (eV): -9.68
2S+1: 1
HOMO-LUMO gap (Ha): 0.2911

Geometry as XYZ:
```
6
C2H2OS | the Open Molecules 2025 dataset | the ωB97M-V functional and the def2-TZVPD basis
O -1.8174 0.0470 -0.0254
C -0.6670 0.4047 0.0074
C 0.5149 -0.4828 0.0022
S 2.0219 0.1109 -0.0049
H -0.3871 1.4733 0.0372
H 0.3347 -1.5532 -0.0163
```



# C2H2OS2

One molecule with the formula C2H2OS2 at a distorted geometry (the ωB97M-V functional and the def2-TZVPD basis, the Open Molecules 2025 dataset).

Calculated values
Relative energy (zero: lowest compared OMol25 entry of this formula, charge and spin) (kJ/mol): 55.7
LUMO (eV): -1.7
Total energy (eV): -25823.165
Max |F| (eV/Å): 1.414
SMILES: O=C(S)C=S
HOMO level (eV): -9.62
2S+1: 1
HOMO-LUMO gap (Ha): 0.2902

Geometry as XYZ:
```
7
C2H2OS2 | the Open Molecules 2025 dataset | the ωB97M-V functional and the def2-TZVPD basis
O 1.1075 -1.0456 -1.4982
C 0.4645 -0.5755 -0.5804
S -1.1716 -1.1785 -0.2098
C 0.9771 0.6394 0.2015
S 0.0472 1.6308 1.0736
H -1.5770 0.0201 0.2299
H 2.0577 0.7235 0.2067
```



# C2H2OS2

One molecule with the formula C2H2OS2 at a distorted geometry (the ωB97M-V functional and the def2-TZVPD basis, the Open Molecules 2025 dataset).

Calculated values
Relative energy (zero: lowest compared OMol25 entry of this formula, charge and spin) (kJ/mol): 217.5
LUMO (eV): -1.7
Total energy (eV): -25821.488
Max |F| (eV/Å): 6.253
SMILES: O=CC(=S)S
HOMO level (eV): -9.36
2S+1: 1
HOMO-LUMO gap (Ha): 0.2826

Geometry as XYZ:
```
7
C2H2OS2 | the Open Molecules 2025 dataset | the ωB97M-V functional and the def2-TZVPD basis
O 1.5630 -1.1589 -0.2989
C 0.3493 -1.1824 0.1010
C -0.4690 0.1960 -0.0237
S -2.1492 0.0821 -0.1942
S 0.8677 1.2724 -0.1486
H -0.4206 -1.8797 0.2586
H 0.2588 2.6704 0.3058
```



# C2H2OS3

One molecule with the formula C2H2OS3 at a distorted geometry (the ωB97M-V functional and the def2-TZVPD basis, the Open Molecules 2025 dataset).

Calculated values
Relative energy (zero: lowest compared OMol25 entry of this formula, charge and spin) (kJ/mol): 132.0
LUMO (eV): -1.9
Total energy (eV): -36657.581
Max |F| (eV/Å): 4.277
SMILES: OC(=S)C(=S)S
HOMO level (eV): -9.16
2S+1: 1
HOMO-LUMO gap (Ha): 0.2682

Geometry as XYZ:
```
8
C2H2OS3 | the Open Molecules 2025 dataset | the ωB97M-V functional and the def2-TZVPD basis
O -1.1554 0.5163 -1.1730
C -0.0394 -0.0344 -0.7101
S 0.7550 -0.7901 -1.8234
C 0.1427 0.2027 0.8322
S -1.2926 0.4770 1.6453
S 1.5289 -0.4973 1.4940
H -1.7007 0.7357 -0.2645
H 1.7616 -0.6099 -0.0006
```



# C2H2OS3

One molecule with the formula C2H2OS3 at a distorted geometry (the ωB97M-V functional and the def2-TZVPD basis, the Open Molecules 2025 dataset).

Calculated values
Relative energy (zero: lowest compared OMol25 entry of this formula, charge and spin) (kJ/mol): 71.5
LUMO (eV): -2.2
Total energy (eV): -36658.209
Max |F| (eV/Å): 2.898
SMILES: OC(=S)C(=S)S
HOMO level (eV): -9.32
2S+1: 1
HOMO-LUMO gap (Ha): 0.2601

Geometry as XYZ:
```
8
C2H2OS3 | the Open Molecules 2025 dataset | the ωB97M-V functional and the def2-TZVPD basis
O -1.5581 1.2105 0.2661
C -0.3810 0.9122 -0.3336
S 0.5595 1.8178 -1.3930
C 0.1003 -0.4314 -0.0834
S -0.8004 -1.4849 0.7837
S 1.8690 -0.7276 -0.5329
H -1.5821 0.5134 1.0031
H 1.7929 -1.8099 0.2900
```



# C2H2S3

A 2-piece molecular cluster, C2H2S3 overall at a distorted geometry (the ωB97M-V functional and the def2-TZVPD basis, the Open Molecules 2025 dataset).

Calculated values
Relative energy (zero: lowest compared OMol25 entry of this formula, charge and spin) (kJ/mol): 58.7
LUMO (eV): -0.6
Total energy (eV): -34610.494
Max |F| (eV/Å): 2.237
HOMO level (eV): -8.74
2S+1: 1
HOMO-LUMO gap (Ha): 0.3005

Geometry as XYZ:
```
7
C2H2S3 | the Open Molecules 2025 dataset | the ωB97M-V functional and the def2-TZVPD basis
C -1.9034 -0.8971 0.6152
C 1.5354 0.6499 -0.5746
S -2.2045 -0.0353 1.8618
S -1.7403 -1.8278 -0.6346
S 0.9690 0.6972 0.9519
H 0.7147 0.9161 -1.3522
H 2.6290 0.4970 -0.8675
```